1.
Entry from the Open Molecules 2025 dataset: the molecule C4H3NO2 in a non-equilibrium geometry (ωB97M-V/def2-TZVPD).

Positions of all 10 atoms, in Å:
C -1.07 0.75 0.19
C 2.23 -0.16 -0.40
C -1.05 -0.61 0.10
C 0.97 0.04 -0.16
N 0.17 1.19 -0.09
O 3.31 -0.61 -0.49
O -1.49 -1.60 0.84
H -1.93 1.38 0.27
H 0.39 2.05 -0.58
H -1.53 -2.43 0.34

Properties
HOMO level = -0.2817 Eh
net charge = 0
energy above the lowest of the compared OMol25 structures with the same formula, charge and spin = 533.1 kJ/mol
total energy = -9776.1616 eV
2S+1 = 1

2.
Entry from the Open Molecules 2025 dataset: a cluster of 3 separate species, C13H37N2OP3S in total in a non-equilibrium geometry (ωB97M-V/def2-TZVPD).

Positions of all 57 atoms, in Å:
C 1.66 -2.13 -0.72
P 1.72 -0.36 -0.33
O 0.36 0.17 -1.08
P 3.27 0.45 -1.64
P 5.08 0.03 -0.48
S 6.31 -1.23 -1.32
H 2.60 -2.61 -0.44
H 1.47 -2.31 -1.78
H 0.85 -2.55 -0.13
H 0.39 0.01 -2.02
H 3.49 -0.51 -2.64
H 5.62 1.30 -0.35
H 4.65 -0.29 0.81
C 1.20 -2.22 7.07
C 0.85 -1.36 5.87
N 1.34 -1.90 4.61
C 1.27 -0.97 3.51
C -0.12 -0.51 3.03
C 0.95 -3.27 4.32
C -0.56 -3.58 4.25
H 2.27 -2.40 7.12
H 0.89 -1.71 7.99
H 0.69 -3.19 7.05
H 1.31 -0.38 5.99
H -0.24 -1.19 5.86
H 1.81 -1.40 2.66
H 1.84 -0.08 3.80
H -0.64 -1.28 2.47
H -0.01 0.35 2.37
H -0.75 -0.20 3.86
H 1.40 -3.92 5.07
H 1.42 -3.55 3.38
H -1.10 -3.13 5.08
H -0.71 -4.66 4.31
H -1.01 -3.24 3.32
C -1.97 2.59 -1.67
C -1.39 2.54 -3.07
N -2.13 1.67 -3.97
C -1.43 1.40 -5.21
C -1.17 2.57 -6.17
C -3.55 1.95 -4.08
C -3.97 3.35 -4.54
H -2.07 1.58 -1.25
H -1.30 3.16 -1.02
H -2.95 3.08 -1.63
H -0.37 2.14 -3.01
H -1.29 3.57 -3.45
H -1.98 0.62 -5.74
H -0.47 0.95 -4.94
H -2.07 2.88 -6.69
H -0.45 2.26 -6.93
H -0.75 3.43 -5.65
H -4.01 1.75 -3.11
H -3.98 1.20 -4.76
H -3.41 4.13 -4.03
H -5.03 3.51 -4.31
H -3.85 3.50 -5.61

Properties
HOMO level = -0.3000 Eh
SMILES = CP(O)#[PH][PH2]=S.CCN(CC)CC.CCN(CC)CC
net charge = 0
total energy = -57809.9831 eV
2S+1 = 1

3.
Entry from the Open Molecules 2025 dataset: a structure of composition C55H42IrNP3Si (ωB97M-V/def2-TZVPD).

Positions of all 103 atoms, in Å:
Ir -0.14 -0.27 -0.12
C -2.71 -0.56 -4.94
C -2.93 -1.78 -4.32
C -2.86 -1.88 -2.93
C -2.57 -0.75 -2.18
C -2.31 0.48 -2.81
C -2.39 0.56 -4.19
P -2.40 -0.84 -0.39
C -3.67 0.19 0.37
C -4.44 1.12 -0.32
C -5.45 1.81 0.33
C -5.71 1.57 1.67
C -4.94 0.65 2.37
C -3.93 -0.03 1.73
C -2.86 -2.46 0.24
C -4.15 -2.96 0.11
C -4.48 -4.14 0.76
C -3.55 -4.78 1.57
C -2.27 -4.27 1.71
C -1.90 -3.11 1.03
Si -0.21 -2.35 0.94
C 1.08 -0.11 2.76
C 2.02 -0.45 3.81
C 2.10 0.40 4.85
C 1.32 1.63 4.90
C 0.55 2.05 3.88
C 0.39 1.21 2.68
P 0.14 1.94 1.00
C 1.64 2.81 0.52
C 1.75 3.17 -0.83
C 2.80 3.96 -1.26
C 3.75 4.39 -0.34
C 3.66 4.02 0.99
C 2.61 3.23 1.43
C -1.03 3.30 1.31
C -0.62 4.63 1.18
C -1.48 5.67 1.49
C -2.76 5.40 1.95
C -3.17 4.08 2.09
C -2.32 3.04 1.76
C 1.09 -3.56 0.42
C 1.22 -4.89 0.85
C 2.16 -5.71 0.26
C 2.99 -5.24 -0.75
C 2.88 -3.92 -1.18
C 1.93 -3.10 -0.59
P 1.77 -1.35 -1.01
C 1.91 -1.19 -2.80
C 0.75 -1.27 -3.58
C 0.85 -1.25 -4.97
C 2.10 -1.15 -5.57
C 3.25 -1.08 -4.80
C 3.16 -1.10 -3.42
C 3.25 -0.61 -0.29
C 3.80 0.55 -0.82
C 4.96 1.09 -0.28
C 5.55 0.48 0.83
C 4.99 -0.66 1.38
C 3.85 -1.22 0.82
H -2.78 -0.49 -6.02
H -3.17 -2.66 -4.90
H -3.04 -2.83 -2.45
H -2.06 1.35 -2.23
H -2.20 1.51 -4.68
H -4.28 1.30 -1.38
H -6.06 2.52 -0.22
H -6.51 2.10 2.17
H -5.13 0.47 3.42
H -3.33 -0.75 2.29
H -4.89 -2.44 -0.48
H -5.48 -4.55 0.66
H -3.83 -5.68 2.09
H -1.56 -4.78 2.35
H 2.62 -1.35 3.74
H 2.77 0.18 5.67
H 1.42 2.25 5.77
H 0.06 3.01 3.91
H 1.00 2.83 -1.54
H 2.87 4.25 -2.30
H 4.57 5.02 -0.67
H 4.41 4.36 1.70
H 2.53 2.96 2.47
H 0.38 4.87 0.82
H -1.15 6.69 1.38
H -3.43 6.21 2.20
H -4.17 3.86 2.46
H -2.66 2.02 1.89
H 0.57 -5.28 1.62
H 2.25 -6.74 0.59
H 3.71 -5.90 -1.21
H 3.52 -3.55 -1.98
H -0.22 -1.38 -3.12
H -0.04 -1.31 -5.57
H 2.17 -1.13 -6.65
H 4.22 -1.02 -5.27
H 4.06 -1.05 -2.82
H 3.35 1.03 -1.69
H 5.40 1.97 -0.72
H 6.45 0.90 1.25
H 5.46 -1.14 2.22
H 3.44 -2.13 1.23
N -0.43 -0.06 2.89
C 0.21 -0.81 1.84

Properties
HOMO level (alpha / beta) = -0.4747 / -0.4863 Eh
net charge = +2
energy above the lowest of the compared OMol25 structures with the same formula, charge and spin = 252.3 kJ/mol
total energy = -97776.7096 eV
2S+1 = 2

4.
Entry from the Open Molecules 2025 dataset: a structure of composition C51H48ClEuF6N4O4P2S2 in a non-equilibrium geometry (ωB97M-V/def2-TZVPD).

Positions of all 119 atoms, in Å:
Eu -0.28 -2.34 0.59
C 5.00 0.73 5.17
C 5.09 -0.78 5.40
C 6.00 -1.27 6.35
C 6.22 -2.66 6.44
C 5.45 -3.58 5.70
C 4.55 -3.10 4.81
C 4.31 -1.71 4.66
N 3.44 -1.20 3.66
C 2.24 -1.74 3.22
N 1.58 -2.50 4.17
C 0.47 -3.36 4.08
C -0.25 -3.59 2.87
C -1.15 -4.61 2.86
C -1.66 -5.13 4.02
C -1.09 -4.83 5.22
C 0.06 -3.99 5.26
C 0.79 -3.85 6.61
N 1.68 -1.31 2.07
C 2.46 -0.94 0.99
C 3.31 -1.91 0.35
C 3.99 -1.60 -0.80
C 3.80 -0.35 -1.36
C 2.93 0.58 -0.78
C 2.29 0.36 0.44
C 1.52 1.38 1.24
H 4.09 1.12 5.72
H 4.90 0.92 4.09
H 5.95 1.14 5.53
H 6.66 -0.63 6.93
H 7.06 -2.95 7.07
H 5.64 -4.65 5.74
H 3.92 -3.74 4.22
H 3.90 -0.58 3.01
H 1.99 -2.41 5.11
H -1.54 -4.95 1.88
H -2.43 -5.92 3.99
H -1.52 -5.28 6.13
H 0.68 -4.64 7.30
H 0.40 -2.95 7.19
H 1.85 -3.63 6.39
H 3.35 -2.88 0.81
H 4.64 -2.36 -1.20
H 4.29 -0.16 -2.35
H 2.64 1.48 -1.40
H 0.75 0.89 1.87
H 1.08 2.17 0.64
H 2.20 1.86 1.97
F -3.42 -3.70 -2.50
C -2.40 -4.63 -2.60
F -2.83 -5.66 -3.29
F -1.35 -4.04 -3.21
S -1.89 -5.14 -0.84
O -1.93 -3.75 -0.24
O -2.89 -6.01 -0.28
N -0.48 -5.90 -0.78
S 0.91 -5.12 -0.91
O 0.74 -3.69 -1.31
O 1.78 -5.29 0.23
C 1.65 -5.98 -2.49
F 1.08 -7.19 -2.74
F 1.37 -5.11 -3.49
F 2.98 -6.11 -2.35
C -2.10 1.59 -1.94
C -1.43 2.90 -2.35
P -2.41 4.43 -1.84
C -1.29 5.80 -2.35
C -1.85 6.86 -3.11
C -1.02 7.90 -3.47
C 0.31 8.00 -3.02
C 0.79 6.98 -2.23
C 0.01 5.84 -1.88
C -2.30 4.57 0.01
C -2.50 5.87 0.49
C -2.15 6.10 1.87
C -1.91 5.06 2.77
C -1.92 3.75 2.25
C -2.20 3.49 0.89
P -2.16 0.27 -3.31
C -1.41 1.03 -4.77
C -1.98 0.99 -6.04
C -1.26 1.53 -7.08
C -0.01 2.01 -6.95
C 0.60 1.95 -5.73
C -0.06 1.40 -4.64
C -3.86 0.36 -3.80
C -4.70 -0.81 -3.72
C -5.98 -0.80 -4.32
C -6.48 0.44 -4.80
C -5.69 1.59 -4.74
C -4.38 1.54 -4.30
H -3.15 1.60 -1.49
H -1.49 1.10 -1.15
H -1.28 2.98 -3.42
H -0.39 2.99 -1.96
H -2.89 6.85 -3.34
H -1.36 8.75 -4.08
H 0.93 8.84 -3.20
H 1.82 7.10 -1.86
H 0.39 5.09 -1.17
H -2.81 6.68 -0.10
H -2.13 7.15 2.11
H -1.73 5.28 3.81
H -1.66 2.86 2.89
H -2.14 2.48 0.49
H -3.03 0.72 -6.20
H -1.67 1.56 -8.06
H 0.55 2.49 -7.77
H 1.58 2.38 -5.63
H 0.42 1.35 -3.68
H -4.25 -1.72 -3.27
H -6.62 -1.67 -4.49
H -7.42 0.54 -5.22
H -6.09 2.49 -5.14
H -3.79 2.41 -4.41
Cl -3.23 -1.36 1.00
C -1.80 -0.50 1.82
H -1.82 -0.86 2.85
H -2.13 0.54 1.74

Properties
HOMO level (alpha / beta) = -0.1276 / -0.1473 Eh
net charge = -1
energy above the lowest of the compared OMol25 structures with the same formula, charge and spin = 0.0 kJ/mol
total energy = -156218.9920 eV
2S+1 = 8

5.
Entry from the Open Molecules 2025 dataset: a cluster of 2 separate species, C3H6O in total in a non-equilibrium geometry (ωB97M-V/def2-TZVPD).

Positions of all 10 atoms, in Å:
C -0.05 0.81 0.12
C -0.99 -0.43 0.36
C 0.35 -0.56 -0.24
O 0.53 -1.07 -1.45
H -0.35 1.47 -0.62
H 0.27 1.40 1.02
H -1.36 -0.52 1.35
H -1.82 -0.66 -0.18
H 2.66 -0.13 1.64
H 0.76 -0.31 -1.99

Properties
HOMO level (alpha / beta) = -0.3892 / -0.2773 Eh
net charge = 0
energy above the lowest of the compared OMol25 structures with the same formula, charge and spin = 625.4 kJ/mol
total energy = -5249.2127 eV
2S+1 = 1

6.
Entry from the Open Molecules 2025 dataset: a structure of composition C38H26CrN7O in a non-equilibrium geometry (ωB97M-V/def2-TZVPD).

Positions of all 73 atoms, in Å:
Cr -0.46 2.48 -0.99
C -4.39 1.89 0.46
C -3.05 1.69 0.13
N -2.31 2.62 -0.48
C -2.88 3.81 -0.79
C -4.24 4.10 -0.49
C -4.99 3.09 0.15
C -4.75 5.35 -0.86
C -3.93 6.27 -1.48
C -2.59 5.99 -1.76
C -2.03 4.76 -1.43
N -0.75 4.27 -1.61
C 0.34 4.88 -2.19
C 0.50 6.15 -2.75
C 1.72 6.55 -3.29
C 2.83 5.74 -3.28
C 2.73 4.45 -2.73
C 3.81 3.53 -2.67
C 3.61 2.29 -2.11
C 2.36 1.96 -1.61
N 1.32 2.80 -1.65
C 1.49 4.03 -2.19
H -4.93 1.09 0.95
H -2.55 0.75 0.35
H -6.02 3.27 0.38
H -5.78 5.58 -0.64
H -4.33 7.23 -1.76
H -2.02 6.76 -2.25
H -0.32 6.85 -2.79
H 1.79 7.54 -3.72
H 3.77 6.06 -3.70
H 4.76 3.82 -3.08
H 4.41 1.56 -2.04
H 2.17 0.99 -1.16
C 2.00 -9.87 4.35
O 1.54 -9.60 3.04
C 1.35 -8.31 2.71
C 0.90 -8.03 1.41
C 0.69 -6.73 1.02
C 0.92 -5.66 1.91
C 1.36 -5.95 3.20
C 1.58 -7.25 3.59
C 0.69 -4.32 1.46
N 0.28 -4.00 0.24
C 0.19 -2.66 0.21
C 0.56 -2.12 1.46
N 0.88 -3.20 2.23
C 0.58 -0.73 1.72
C 0.93 -0.12 2.93
C 0.89 1.26 3.03
C 0.50 2.01 1.93
N 0.15 1.46 0.77
C 0.18 0.11 0.64
C -0.19 -0.42 -0.62
N -0.55 0.46 -1.59
C -0.91 0.00 -2.77
C -0.94 -1.36 -3.09
C -0.58 -2.28 -2.12
C -0.20 -1.82 -0.87
H 2.09 -10.95 4.42
H 1.27 -9.52 5.09
H 2.97 -9.41 4.52
H 0.73 -8.85 0.73
H 0.35 -6.49 0.03
H 1.55 -5.16 3.92
H 1.92 -7.43 4.60
H 1.18 -3.18 3.19
H 1.23 -0.72 3.77
H 1.16 1.77 3.94
H 0.46 3.09 1.97
H -1.18 0.74 -3.51
H -1.24 -1.66 -4.08
H -0.58 -3.34 -2.30

Properties
HOMO level (alpha / beta) = -0.3106 / -0.3429 Eh
net charge = +1
energy above the lowest of the compared OMol25 structures with the same formula, charge and spin = 0.0 kJ/mol
total energy = -80726.7677 eV
2S+1 = 5

7.
Entry from the Open Molecules 2025 dataset: a cluster of 2 separate species, CH2N2OS2 in total in a non-equilibrium geometry (ωB97M-V/def2-TZVPD).

Positions of all 8 atoms, in Å:
C -0.23 0.30 0.15
N -1.16 1.02 -0.35
N -2.16 1.48 -0.56
O -1.39 -2.35 -0.67
S -2.24 -0.37 -2.76
S -0.95 -1.54 -1.84
H 0.76 0.30 -0.19
H -0.43 -0.33 1.05

Properties
HOMO level (alpha / beta) = -0.2819 / -0.3252 Eh
net charge = 0
energy above the lowest of the compared OMol25 structures with the same formula, charge and spin = 188.6 kJ/mol
total energy = -27762.4243 eV
2S+1 = 3

8.
Entry from the Open Molecules 2025 dataset: the ion C3H6O2S with charge +1 in a non-equilibrium geometry (ωB97M-V/def2-TZVPD).

Positions of all 12 atoms, in Å:
O 1.29 0.00 -2.09
C 0.40 -0.41 -1.28
O -0.63 -1.04 -1.84
C 0.74 -0.52 0.20
C 0.41 0.75 1.02
S -1.05 0.53 1.85
H -0.56 -1.04 -2.85
H 0.31 -1.42 0.66
H 1.86 -0.66 0.06
H 0.43 1.55 0.28
H 1.43 0.89 1.53
H -1.15 1.65 2.59

Properties
HOMO level (alpha / beta) = -0.5253 / -0.5250 Eh
net charge = +1
energy above the lowest of the compared OMol25 structures with the same formula, charge and spin = 105.5 kJ/mol
total energy = -18128.2885 eV
2S+1 = 2